# 1
{"formula": "C34H54F5N2O3ReSbSe4Te", "method": "ωB97M-V/def2-TZVPD", "total_charge": 1, "e_homo_ev": -9.46, "gap_ev": 4.49, "max_force_ev_per_a": 1.379, "e_above_lowest_kcal_mol": 21.0, "species": ["Re", "C", "N", "C", "C", "C", "N", "C", "C", "C", "C", "C", "C", "C", "O", "C", "C", "C", "C", "C", "C", "C", "C", "C", "C", "C", "C", "C", "C", "C", "O", "C", "C", "C", "C", "C", "C", "C", "C", "H", "H", "H", "H", "H", "H", "H", "H", "H", "H", "H", "H", "H", "H", "H", "H", "H", "H", "H", "H", "H", "H", "H", "H", "H", "H", "H", "H", "H", "H", "H", "H", "H", "H", "H", "H", "H", "H", "H", "H", "H", "H", "H", "H", "H", "H", "H", "H", "H", "H", "H", "H", "H", "H", "F", "Te", "F", "F", "F", "F", "O", "Se", "Sb", "Se", "Se", "Se"], "coordinates": [[-1.133, 0.457, 0.675], [-2.493, -0.635, 3.345], [-2.650, -0.789, 1.879], [-4.032, -0.425, 1.485], [-2.410, -2.221, 1.580], [-0.960, -2.470, 1.263], [-0.501, -1.576, 0.166], [0.988, -1.721, 0.053], [1.800, -1.257, 1.235], [3.075, -1.768, 1.357], [3.927, -1.346, 2.380], [3.426, -0.445, 3.303], [2.135, 0.099, 3.262], [1.373, -0.322, 2.182], [0.113, 0.218, 1.954], [1.754, 1.064, 4.392], [1.922, 0.321, 5.728], [0.323, 1.604, 4.356], [2.712, 2.264, 4.344], [5.356, -1.880, 2.436], [6.086, -1.447, 1.156], [6.125, -1.343, 3.642], [5.327, -3.412, 2.519], [-1.065, -2.124, -1.116], [-1.175, -1.201, -2.286], [-0.740, -1.590, -3.543], [-1.076, -0.832, -4.663], [-1.921, 0.263, -4.481], [-2.383, 0.706, -3.240], [-1.912, -0.039, -2.171], [-2.116, 0.388, -0.856], [-3.331, 1.893, -3.090], [-4.531, 1.495, -2.217], [-2.574, 3.061, -2.452], [-3.870, 2.346, -4.448], [-0.563, -1.157, -6.063], [-1.749, -1.355, -7.017], [0.297, 0.019, -6.548], [0.291, -2.424, -6.080], [-3.252, -1.239, 3.848], [-1.507, -0.990, 3.637], [-2.601, 0.394, 3.635], [-4.742, -1.067, 2.013], [-4.228, 0.606, 1.743], [-4.156, -0.553, 0.412], [-2.680, -2.823, 2.452], [-3.074, -2.529, 0.774], [-0.332, -2.284, 2.135], [-0.799, -3.511, 0.969], [1.189, -2.786, -0.093], [1.284, -1.200, -0.855], [3.420, -2.486, 0.623], [4.067, -0.127, 4.110], [1.270, -0.555, 5.775], [2.946, -0.013, 5.891], [1.655, 0.988, 6.548], [-0.419, 0.808, 4.395], [0.176, 2.229, 5.238], [0.126, 2.230, 3.486], [3.755, 1.964, 4.441], [2.612, 2.816, 3.408], [2.482, 2.942, 5.169], [6.092, -0.360, 1.059], [7.120, -1.794, 1.184], [5.619, -1.864, 0.262], [6.221, -0.256, 3.614], [5.657, -1.628, 4.586], [7.133, -1.761, 3.636], [4.848, -3.861, 1.647], [6.346, -3.797, 2.569], [4.794, -3.748, 3.410], [-0.460, -2.990, -1.392], [-2.061, -2.498, -0.884], [-0.162, -2.500, -3.640], [-2.233, 0.814, -5.355], [-4.246, 1.330, -1.179], [-5.267, 2.300, -2.222], [-5.016, 0.594, -2.601], [-2.230, 2.836, -1.442], [-1.694, 3.331, -3.036], [-3.220, 3.939, -2.388], [-4.407, 1.549, -4.967], [-4.568, 3.168, -4.287], [-3.081, 2.718, -5.102], [-2.345, -0.448, -7.122], [-1.382, -1.623, -8.009], [-2.405, -2.155, -6.671], [-0.280, 0.943, -6.606], [1.141, 0.193, -5.878], [0.689, -0.195, -7.543], [-0.277, -3.306, -5.773], [0.648, -2.602, -7.094], [1.169, -2.334, -5.437], [-3.002, 2.412, 3.300], [-2.981, 3.554, 1.843], [-4.436, 2.666, 1.117], [-4.169, 4.565, 2.801], [-3.061, 4.772, 0.492], [-1.603, 4.470, 2.639], [-1.751, 2.419, 0.922], [3.164, 1.812, -0.114], [0.553, 3.607, 0.676], [0.848, 1.351, -0.797], [3.256, 4.045, 0.603], [0.002, 5.101, -0.992]]}


# 2
{"formula": "C6H12N2O", "method": "ωB97M-V/def2-TZVPD", "e_homo_ev": -8.76, "gap_ev": 9.11, "max_force_ev_per_a": 4.056, "e_above_lowest_kcal_mol": 58.4, "smiles": "[H]/N=C(\\C)C(C)=O.[H]/N=C/C", "species": ["H", "N", "C", "C", "C", "C", "O", "H", "H", "H", "H", "H", "H", "H", "N", "C", "C", "H", "H", "H", "H"], "coordinates": [[-1.841, -0.861, 1.761], [-1.332, -0.952, 0.877], [-0.114, -0.617, 0.947], [0.619, -0.271, 2.215], [0.871, -1.005, -0.335], [0.159, -1.804, -1.386], [2.025, -1.217, -0.008], [1.460, -0.937, 2.386], [-0.032, -0.333, 3.091], [1.012, 0.745, 2.177], [-0.886, -2.042, -1.232], [0.695, -2.734, -1.561], [0.132, -1.230, -2.322], [1.946, 1.071, -1.060], [0.950, 0.891, -1.190], [0.146, 1.681, -0.562], [-1.308, 1.743, -0.861], [0.529, 2.592, -0.083], [-1.843, 2.253, -0.067], [-1.730, 0.751, -0.983], [-1.457, 2.276, -1.804]]}


# 3
{"formula": "C5H12O2", "method": "ωB97M-V/def2-TZVPD", "e_homo_ev": -8.36, "gap_ev": 8.56, "max_force_ev_per_a": 4.673, "e_above_lowest_kcal_mol": 70.9, "smiles": "C=C/C=C/C.O.O", "species": ["C", "C", "C", "C", "C", "H", "H", "H", "H", "H", "H", "H", "H", "O", "H", "H", "O", "H", "H"], "coordinates": [[1.056, 1.908, 1.232], [-0.293, 1.827, 0.879], [-0.988, 1.387, -0.278], [-0.351, 0.890, -1.416], [-0.837, -0.096, -2.380], [1.289, 2.101, 2.280], [1.790, 1.826, 0.465], [-1.042, 1.980, 1.652], [-2.072, 1.313, -0.234], [0.739, 1.048, -1.288], [-0.426, 0.061, -3.339], [-1.942, 0.067, -2.558], [-0.762, -1.196, -2.151], [3.067, -3.203, -0.352], [3.134, -2.400, 0.341], [3.328, -3.924, 0.306], [-1.727, -1.530, 2.180], [-1.464, -0.607, 1.926], [-2.497, -1.451, 2.737]]}


# 4
{"formula": "C21H39O2V", "method": "ωB97M-V/def2-TZVPD", "total_charge": 2, "e_homo_ev": [-16.10, -16.11], "gap_ev": [8.20, 8.21], "max_force_ev_per_a": 0.992, "species": ["V", "C", "C", "C", "C", "C", "C", "C", "C", "C", "C", "C", "C", "C", "C", "C", "C", "C", "H", "H", "H", "H", "H", "H", "H", "H", "H", "H", "H", "H", "H", "H", "H", "H", "H", "H", "H", "H", "H", "H", "H", "H", "H", "H", "H", "H", "H", "C", "O", "C", "C", "O", "C", "H", "H", "H", "H", "H", "H", "H", "H", "H", "H"], "coordinates": [[0.812, 0.374, -0.487], [-1.358, -0.024, -0.479], [-0.730, -0.995, 0.368], [-0.081, -0.252, 1.430], [-0.298, 1.138, 1.126], [-1.163, 1.284, 0.008], [-1.827, 2.564, -0.423], [-2.756, 2.974, 0.738], [-2.659, 2.352, -1.689], [-0.764, 3.647, -0.666], [0.642, -0.672, 2.714], [-0.208, -1.672, 3.515], [0.839, 0.550, 3.627], [2.036, -1.261, 2.416], [-0.920, -2.482, 0.080], [-1.249, -2.700, -1.408], [0.332, -3.323, 0.366], [-2.130, -2.972, 0.898], [-2.024, -0.258, -1.292], [0.010, 1.965, 1.747], [-3.464, 2.173, 0.961], [-3.326, 3.859, 0.456], [-2.190, 3.204, 1.641], [-3.458, 1.629, -1.516], [-2.040, 2.017, -2.526], [-3.128, 3.292, -1.975], [-0.239, 3.912, 0.254], [-1.239, 4.550, -1.045], [-0.036, 3.313, -1.414], [-1.219, -1.287, 3.661], [0.246, -1.805, 4.497], [-0.269, -2.650, 3.051], [-0.115, 1.024, 3.864], [1.518, 1.293, 3.201], [1.283, 0.223, 4.566], [2.020, -2.006, 1.623], [2.427, -1.741, 3.314], [2.741, -0.469, 2.155], [-0.471, -2.274, -2.048], [-2.220, -2.293, -1.691], [-1.295, -3.770, -1.604], [1.194, -2.924, -0.180], [0.171, -4.343, 0.019], [0.576, -3.382, 1.421], [-3.031, -2.424, 0.618], [-1.985, -2.862, 1.968], [-2.293, -4.028, 0.679], [-0.183, -0.183, -3.766], [0.763, 0.184, -2.738], [2.114, -0.182, -3.089], [3.028, 0.748, -2.338], [2.678, 0.613, -0.936], [3.518, 1.404, -0.047], [-0.042, 0.464, -4.631], [-1.184, -0.049, -3.370], [-0.041, -1.223, -4.061], [2.279, -0.075, -4.161], [2.295, -1.223, -2.799], [2.856, 1.782, -2.644], [4.075, 0.488, -2.499], [4.547, 1.053, -0.106], [3.156, 1.269, 0.970], [3.478, 2.458, -0.325]]}


# 5
{"formula": "C3H9NOP", "method": "ωB97M-V/def2-TZVPD", "total_charge": 1, "e_homo_ev": -13.57, "gap_ev": 9.02, "max_force_ev_per_a": 4.181, "e_above_lowest_kcal_mol": 109.8, "species": ["C", "C", "C", "N", "O", "P", "H", "H", "H", "H", "H", "H", "H", "H", "H"], "coordinates": [[-0.573, -0.691, 0.525], [0.704, -1.347, -0.113], [-0.690, 1.794, 0.095], [-1.369, 0.434, -0.173], [1.986, -0.606, -0.132], [1.452, 0.984, 0.080], [-1.186, -1.476, 0.555], [-0.206, -0.375, 1.434], [1.071, -2.285, 0.369], [0.349, -1.739, -1.011], [-0.660, 2.254, -0.840], [-1.551, 0.049, -1.064], [-2.200, 0.377, 0.329], [2.189, 1.371, 1.185], [2.046, 1.604, -0.967]]}


# 6
{"formula": "C2H5PS", "method": "ωB97M-V/def2-TZVPD", "e_homo_ev": [-6.59, -9.50], "gap_ev": [7.60, 6.92], "max_force_ev_per_a": 4.162, "s_squared": 2.02, "e_above_lowest_kcal_mol": 22.3, "multiplicity": 3, "species": ["C", "C", "P", "S", "H", "H", "H", "H", "H"], "coordinates": [[-2.159, 0.630, -0.093], [-1.080, -0.086, -0.302], [2.881, -0.090, -0.129], [0.615, 0.573, -0.149], [-1.931, 1.665, 0.285], [-3.159, 0.314, -0.186], [-0.956, -1.227, -0.470], [2.440, -1.461, -0.144], [3.351, -0.318, 1.188]]}


# 7
{"formula": "C20H19N5O4S", "method": "ωB97M-V/def2-TZVPD", "e_homo_ev": -8.72, "gap_ev": 8.93, "max_force_ev_per_a": 4.767, "e_above_lowest_kcal_mol": 70.0, "smiles": "O=c1[nH]c2ccc(S(=O)(=O)Nc3ccc(-c4nnc5n4CCCCC5)cc3)cc2o1", "species": ["O", "C", "N", "C", "C", "C", "C", "S", "O", "O", "N", "C", "C", "C", "C", "C", "N", "N", "C", "N", "C", "C", "C", "C", "C", "C", "C", "C", "C", "O", "H", "H", "H", "H", "H", "H", "H", "H", "H", "H", "H", "H", "H", "H", "H", "H", "H", "H", "H"], "coordinates": [[1.303, -4.667, 7.557], [0.901, -3.702, 6.961], [0.416, -3.974, 5.708], [0.847, -2.933, 4.851], [0.767, -2.566, 3.516], [1.369, -1.445, 3.025], [1.938, -0.459, 3.942], [2.798, 1.020, 3.329], [1.807, 2.064, 3.507], [3.994, 1.259, 4.086], [3.067, 0.676, 1.735], [2.280, 0.855, 0.594], [3.014, 0.816, -0.536], [2.345, 1.145, -1.763], [0.990, 1.463, -1.842], [0.133, 1.626, -2.993], [0.430, 2.516, -3.894], [-0.380, 2.508, -4.941], [-1.306, 1.602, -4.614], [-0.990, 0.962, -3.400], [-1.737, -0.046, -2.614], [-3.226, 0.319, -2.537], [-4.057, 0.820, -3.643], [-3.570, 0.369, -5.044], [-2.470, 1.287, -5.515], [0.206, 1.580, -0.651], [0.916, 1.257, 0.465], [1.982, -0.822, 5.234], [1.493, -2.041, 5.714], [1.387, -2.429, 7.026], [0.447, -4.948, 5.480], [0.268, -3.258, 2.842], [1.259, -1.214, 1.929], [4.023, 1.083, 1.580], [4.064, 0.509, -0.574], [3.034, 1.258, -2.618], [-1.652, -1.000, -3.156], [-1.154, -0.287, -1.754], [-3.303, 0.984, -1.642], [-3.755, -0.596, -2.189], [-5.052, 0.484, -3.473], [-4.089, 1.957, -3.497], [-3.261, -0.689, -4.969], [-4.462, 0.432, -5.681], [-2.969, 2.263, -5.680], [-2.022, 0.885, -6.372], [-0.846, 1.746, -0.713], [0.396, 1.331, 1.408], [2.425, 0.004, 5.817]]}


# 8
{"formula": "C12H33BrO8P2Sb", "method": "ωB97M-V/def2-TZVPD", "total_charge": -1, "e_homo_ev": -2.95, "gap_ev": 3.22, "max_force_ev_per_a": 8.269, "species": ["C", "C", "C", "Sb", "C", "C", "C", "Br", "H", "H", "H", "H", "H", "H", "H", "H", "H", "H", "H", "H", "H", "H", "H", "C", "O", "P", "O", "O", "C", "O", "C", "H", "H", "H", "H", "H", "H", "H", "H", "H", "C", "O", "P", "O", "O", "C", "O", "C", "H", "H", "H", "H", "H", "H", "H", "H", "H"], "coordinates": [[-3.991, 2.151, -4.217], [-3.425, 0.964, -3.849], [-2.352, 0.790, -2.834], [-0.857, 2.503, -2.812], [-0.349, 2.137, -0.675], [-0.018, 0.684, -0.293], [1.201, 0.177, -1.076], [2.472, -0.845, 0.006], [-3.453, 2.945, -4.717], [-5.052, 2.316, -4.023], [-3.765, 0.043, -4.346], [-1.790, -0.139, -2.994], [-2.825, 0.730, -1.850], [-2.191, 3.572, -2.308], [0.196, 3.945, -2.812], [0.439, 1.459, -3.426], [-1.243, 2.890, -4.500], [-1.192, 2.478, -0.069], [0.528, 2.747, -0.433], [-0.899, 0.050, -0.398], [0.255, 0.649, 0.769], [1.705, 1.033, -1.512], [0.866, -0.432, -1.909], [5.235, -2.344, -0.663], [6.338, -3.289, -0.587], [7.312, -3.187, 0.733], [8.424, -2.321, 0.296], [7.669, -4.766, 0.719], [7.996, -5.425, -0.497], [7.424, -3.140, 2.366], [6.330, -3.686, 3.129], [4.703, -2.518, -1.592], [4.554, -2.501, 0.168], [5.616, -1.322, -0.649], [8.594, -4.788, -1.149], [7.087, -5.733, -1.013], [8.571, -6.316, -0.249], [6.190, -4.744, 2.901], [5.406, -3.141, 2.927], [6.574, -3.580, 4.183], [-7.484, 2.225, 1.418], [-6.428, 1.312, 1.764], [-4.849, 1.902, 1.672], [-4.506, 1.385, 0.322], [-4.438, 0.856, 2.860], [-5.010, -0.441, 2.944], [-3.433, 2.706, 1.983], [-3.374, 3.582, 3.122], [-8.428, 1.690, 1.500], [-7.500, 3.074, 2.104], [-7.357, 2.576, 0.392], [-5.146, -0.883, 1.957], [-5.965, -0.401, 3.467], [-4.328, -1.065, 3.519], [-3.565, 3.031, 4.045], [-4.094, 4.397, 3.022], [-2.373, 4.005, 3.162]]}


# 9
{"formula": "C15H9N7O3SeW", "method": "ωB97M-V/def2-TZVPD", "total_charge": 2, "e_homo_ev": -14.94, "gap_ev": 5.97, "max_force_ev_per_a": 1.921, "e_above_lowest_kcal_mol": 4.1, "species": ["W", "O", "C", "O", "C", "C", "C", "C", "C", "N", "H", "H", "H", "H", "N", "C", "O", "C", "C", "N", "C", "N", "H", "H", "Se", "N", "C", "C", "C", "C", "N", "C", "N", "H", "H", "H"], "coordinates": [[0.322, -0.744, -0.126], [1.452, 0.259, 3.591], [1.136, 0.369, 2.466], [1.004, -0.750, 1.614], [0.818, 1.615, 1.711], [1.048, 2.868, 2.237], [0.737, 3.968, 1.443], [0.222, 3.762, 0.173], [0.032, 2.467, -0.285], [0.328, 1.407, 0.476], [1.452, 2.964, 3.235], [0.899, 4.971, 1.814], [-0.027, 4.591, -0.474], [-0.351, 2.279, -1.279], [4.147, -0.899, -1.567], [2.935, -1.278, -1.232], [1.988, -0.341, -1.159], [2.561, -2.604, -0.940], [1.226, -2.655, -0.570], [0.044, -2.854, -0.349], [3.442, -3.702, -1.115], [4.237, -4.516, -1.277], [4.338, 0.056, -1.828], [4.891, -1.583, -1.621], [-1.911, -0.202, -3.342], [-3.535, -0.434, -2.713], [-3.495, -0.637, -1.405], [-4.557, -0.889, -0.478], [-4.207, -1.090, 0.822], [-2.838, -1.082, 1.253], [-1.840, -0.848, 0.426], [-2.192, -0.601, -0.860], [-1.173, -0.366, -1.692], [-5.584, -0.916, -0.817], [-4.950, -1.287, 1.581], [-2.601, -1.298, 2.287]]}


# 10
{"formula": "CH3F2O2PS", "method": "ωB97M-V/def2-TZVPD", "e_homo_ev": -10.47, "gap_ev": 9.41, "max_force_ev_per_a": 4.144, "e_above_lowest_kcal_mol": 12.3, "species": ["C", "O", "O", "F", "F", "P", "S", "H", "H", "H"], "coordinates": [[1.687, -0.102, -0.006], [-3.107, 0.442, -0.471], [-1.693, 2.263, 0.235], [-0.621, -0.798, -1.073], [0.251, -2.140, 0.591], [-0.112, -0.533, 0.425], [-2.464, 1.117, 0.623], [2.041, -0.986, -0.727], [1.672, 0.959, -0.462], [2.346, -0.222, 0.865]]}


# 11
{"formula": "C4H3N3", "method": "ωB97M-V/def2-TZVPD", "e_homo_ev": -9.97, "gap_ev": 10.64, "max_force_ev_per_a": 6.587, "e_above_lowest_kcal_mol": 29.5, "smiles": "N#Cc1cn[nH]c1", "species": ["N", "C", "C", "C", "N", "N", "C", "H", "H", "H"], "coordinates": [[-1.347, 2.161, -1.992], [-1.055, 1.146, -1.388], [-0.481, 0.295, -0.333], [-0.716, -1.078, -0.059], [0.157, -1.575, 0.788], [1.108, -0.552, 1.016], [0.666, 0.536, 0.360], [-1.522, -1.747, -0.267], [1.810, -0.617, 1.675], [1.380, 1.431, 0.200]]}


# 12
{"formula": "C5H15NO2", "method": "ωB97M-V/def2-TZVPD", "e_homo_ev": -8.97, "gap_ev": 9.70, "max_force_ev_per_a": 1.285, "e_above_lowest_kcal_mol": 36.4, "smiles": "C/C=C/CCN.O.O", "species": ["C", "C", "C", "C", "C", "N", "H", "H", "H", "H", "H", "H", "H", "H", "H", "H", "H", "O", "H", "H", "O", "H", "H"], "coordinates": [[-1.129, 2.854, -1.118], [-0.015, 1.868, -0.910], [-0.085, 0.748, -0.198], [1.025, -0.262, -0.127], [0.596, -1.571, -0.819], [-0.005, -2.513, 0.079], [-1.436, 2.863, -2.169], [-0.778, 3.843, -0.829], [-2.017, 2.633, -0.535], [0.909, 2.126, -1.417], [-1.025, 0.486, 0.297], [1.959, 0.147, -0.540], [1.338, -0.497, 0.895], [1.420, -2.026, -1.355], [-0.063, -1.307, -1.658], [-0.965, -2.418, 0.392], [0.250, -3.485, 0.085], [1.952, 0.355, 6.727], [1.624, 0.522, 5.839], [2.838, 0.003, 6.600], [-2.035, -1.294, -3.410], [-2.574, -2.081, -3.298], [-1.786, -0.995, -2.529]]}